The following is a DFT calculation (wB97M-V/def2-TZVPD) of a molecular structure, C45H60BN13O4S4SiTi.

The geometry in XYZ format:
```
129
Properties=species:S:1:pos:R:3:mulliken_charge:R:1
Ti 0.064 0.286 -0.268 0.92
C 3.337 -2.132 1.333 -0.70
C 3.587 -2.734 -0.039 0.32
C 4.912 -2.196 -0.597 -1.55
C 2.513 -2.527 -1.082 0.26
C 2.306 -3.487 -2.083 -1.25
C 1.458 -2.887 -2.981 -0.68
N 1.196 -1.656 -2.538 1.20
N 1.815 -1.411 -1.352 0.00
B 0.450 -0.625 -3.396 -0.75
N -1.023 -0.420 -2.992 0.30
C -2.067 -0.728 -3.763 -1.07
C -3.158 -0.023 -3.315 -0.88
C -2.695 0.723 -2.225 -0.35
N -1.391 0.465 -2.018 0.94
C -3.528 1.731 -1.488 2.15
C -4.984 1.265 -1.372 -2.09
C -3.467 3.082 -2.212 -1.58
N 1.149 0.738 -3.307 -0.56
C 1.675 1.406 -4.341 -0.71
C 2.144 2.611 -3.875 -1.13
C 1.847 2.610 -2.498 -0.36
N 1.241 1.461 -2.168 1.25
C 2.207 3.735 -1.563 2.09
C 1.484 5.023 -1.963 -1.55
C 3.726 3.945 -1.562 -1.79
H 4.158 -2.381 2.013 0.60
H 2.409 -2.501 1.775 0.13
H 3.284 -1.052 1.242 -0.33
H 3.681 -3.819 0.071 0.41
H 4.832 -1.117 -0.758 0.18
H 5.149 -2.668 -1.552 0.44
H 5.735 -2.387 0.100 0.42
H 2.729 -4.478 -2.130 0.51
H 1.009 -3.253 -3.890 0.42
H 0.492 -0.994 -4.541 -0.25
H -1.967 -1.442 -4.565 0.69
H -4.164 -0.066 -3.698 0.45
H -3.114 1.872 -0.493 -0.68
H -5.516 1.411 -2.317 0.42
H -5.503 1.845 -0.604 0.41
H -5.041 0.203 -1.116 0.34
H -3.872 2.982 -3.225 0.39
H -2.440 3.437 -2.267 0.22
H -4.048 3.831 -1.666 0.42
H 1.683 0.976 -5.329 0.48
H 2.630 3.392 -4.437 0.51
H 1.898 3.463 -0.560 -0.62
H 1.755 5.321 -2.982 0.38
H 1.749 5.837 -1.281 0.41
H 0.404 4.881 -1.911 0.20
H 4.083 4.263 -2.547 0.35
H 4.238 3.016 -1.294 0.28
H 4.002 4.712 -0.833 0.44
C 4.324 1.271 5.393 -1.30
Si 3.845 1.497 3.577 0.44
C 5.313 0.902 2.571 -0.91
C 3.568 3.332 3.338 -0.60
C 2.291 0.489 3.285 0.67
C 1.670 -0.246 4.270 -0.10
C 0.530 -0.991 3.972 -1.57
C 0.055 -0.988 2.686 -0.66
N 0.636 -0.319 1.686 1.49
C 1.717 0.433 1.983 -1.19
S 2.329 1.260 0.619 -0.21
H 5.226 1.850 5.611 0.31
H 4.532 0.224 5.639 0.29
H 3.532 1.625 6.062 0.33
H 6.210 1.480 2.814 0.44
H 5.107 1.017 1.505 0.14
H 5.524 -0.155 2.759 0.27
H 4.506 3.889 3.430 0.43
H 2.871 3.710 4.089 -0.06
H 3.143 3.528 2.351 0.10
H 2.065 -0.240 5.282 0.43
H 0.017 -1.566 4.731 0.45
H -0.834 -1.550 2.440 0.37
C -0.053 4.826 4.461 -1.23
C -0.618 5.074 3.105 1.00
C -1.254 6.217 2.695 -0.81
C -1.730 6.310 1.390 0.44
N -1.560 5.269 0.485 -0.47
C -0.931 4.192 0.867 0.56
S -0.655 2.915 -0.256 -0.29
N -0.426 4.068 2.152 0.43
C -2.469 7.504 0.870 -1.32
H -0.340 5.626 5.145 0.38
H 1.042 4.777 4.431 0.05
H -0.408 3.870 4.869 0.26
H -1.390 7.036 3.393 0.31
H -0.183 3.131 2.433 -0.34
H -2.506 8.303 1.614 0.36
H -3.496 7.232 0.592 0.24
H -1.988 7.883 -0.040 0.25
O -3.008 -1.423 -0.531 -0.24
C -2.880 -0.768 0.472 -1.04
C -3.909 -0.776 1.595 -1.00
C -3.447 0.332 2.521 -0.96
C -2.086 0.733 1.966 -0.67
O -1.364 1.505 2.564 -0.50
N -1.821 0.092 0.772 2.58
H -3.888 -1.764 2.058 0.29
H -4.902 -0.624 1.173 0.38
H -3.327 0.028 3.561 0.35
H -4.095 1.210 2.497 0.29
N -2.156 -9.749 -0.701 -0.66
C -2.300 -8.571 -1.461 1.07
C -3.566 -8.059 -1.737 -0.57
C -3.698 -6.876 -2.448 -0.30
C -2.574 -6.205 -2.905 -0.84
C -1.314 -6.745 -2.688 -0.18
C -1.178 -7.925 -1.978 -0.63
S -2.730 -4.524 -3.494 1.41
O -2.276 -4.516 -4.870 -0.85
O -4.117 -4.170 -3.275 -0.78
N -1.690 -3.694 -2.659 0.05
C -1.555 -3.682 -1.328 -0.09
S -2.586 -4.604 -0.170 -0.28
C -1.506 -4.171 1.105 -0.70
C -0.515 -3.391 0.612 -0.73
N -0.556 -3.072 -0.716 0.78
H -2.913 -9.889 -0.050 0.22
H -1.265 -9.810 -0.234 0.23
H -4.443 -8.559 -1.338 0.24
H -4.668 -6.424 -2.617 0.44
H -0.440 -6.213 -3.045 0.35
H -0.192 -8.330 -1.777 0.27
H -1.648 -4.526 2.115 0.46
H 0.348 -3.066 1.177 0.15
```

Calculated values
charge = -2
highest occupied orbital energy (alpha / beta) = -0.298 / -2.549 eV
ΔE to the lowest compared entry with this formula, charge and spin = 139.89 kJ/mol
spin multiplicity = 3
lowest unoccupied orbital energy (alpha / beta) = 0.1410 / 0.1410 hartree
HOMO-LUMO gap (alpha / beta) = 4.14 / 6.39 eV
DFT total energy = -150219.616 eV
M = 1062.095 g/mol

The following is a DFT calculation (wB97M-V/def2-TZVPD) of a molecular structure, C45H61BHgN9O2S3.

The geometry in XYZ format:
```
122
Properties=species:S:1:pos:R:3:mulliken_charge:R:1
Hg -1.248 -0.622 -1.640 0.91
C -2.669 3.959 0.895 -1.94
C -1.515 3.023 1.060 0.25
C -0.352 3.440 1.615 -1.01
C 0.750 2.553 1.702 -0.27
N 0.647 1.328 1.304 -0.12
N -0.525 0.864 0.819 0.98
B -0.457 -0.640 0.551 -2.57
N 0.914 -1.236 0.770 0.72
N 0.986 -1.822 2.016 -0.20
C 1.986 -2.605 2.285 0.31
C 3.057 -2.826 1.385 -1.11
C 3.111 -2.047 0.231 1.24
C 4.339 -2.096 -0.636 -1.87
C 2.024 -1.249 -0.061 -0.92
S 2.033 -0.136 -1.420 0.83
C 1.970 -3.275 3.655 2.39
C 3.236 -2.878 4.426 -1.68
C 0.742 -2.849 4.460 -1.99
C 1.933 -4.796 3.450 -1.70
N -1.543 -1.405 1.317 0.46
N -2.004 -0.691 2.360 0.04
C -2.913 -1.179 3.136 -0.23
C -3.450 -2.469 2.890 -0.73
C -2.990 -3.213 1.857 0.26
C -3.547 -4.570 1.567 -1.85
C -1.931 -2.682 1.028 1.18
S -1.233 -3.599 -0.199 -0.30
C -3.328 -0.300 4.318 2.34
C -3.510 1.151 3.852 -1.53
C -2.210 -0.353 5.367 -1.51
C -4.636 -0.793 4.938 -2.31
C -1.641 1.649 0.629 1.46
S -3.064 1.079 -0.061 -0.21
C 2.107 2.929 2.303 2.10
C 2.278 2.141 3.612 -1.67
C 2.196 4.427 2.592 -2.26
C 3.232 2.537 1.334 -1.44
H -2.370 4.980 1.137 0.42
H -3.498 3.660 1.541 0.29
H -3.047 3.910 -0.128 0.23
H -0.265 4.463 1.957 0.56
H 3.855 -3.519 1.619 0.50
H 5.170 -2.527 -0.078 0.53
H 4.622 -1.097 -0.974 0.28
H 4.171 -2.710 -1.525 0.25
H 3.307 -1.789 4.510 0.25
H 4.142 -3.240 3.934 0.33
H 3.205 -3.300 5.435 0.47
H 0.721 -1.767 4.601 0.25
H 0.766 -3.334 5.440 0.55
H -0.182 -3.132 3.949 0.17
H 2.816 -5.156 2.918 0.31
H 1.049 -5.078 2.871 0.33
H 1.889 -5.303 4.419 0.47
H -4.243 -2.858 3.515 0.43
H -4.429 -4.761 2.180 0.39
H -2.798 -5.340 1.761 0.32
H -3.804 -4.654 0.510 0.38
H -2.596 1.522 3.385 0.08
H -3.754 1.787 4.709 0.49
H -4.315 1.226 3.115 0.38
H -1.266 -0.024 4.927 0.13
H -2.074 -1.369 5.750 0.36
H -2.453 0.303 6.209 0.45
H -5.432 -0.864 4.190 0.47
H -4.961 -0.088 5.706 0.43
H -4.518 -1.769 5.415 0.38
H 1.488 2.393 4.325 0.38
H 3.244 2.374 4.069 0.45
H 2.229 1.068 3.412 0.22
H 1.481 4.734 3.361 0.37
H 2.014 5.020 1.691 0.44
H 3.198 4.667 2.957 0.44
H 3.106 1.508 0.997 0.09
H 4.200 2.625 1.834 0.53
H 3.240 3.195 0.458 0.28
O -1.361 0.355 -4.139 -0.46
C -2.442 1.077 -4.213 0.17
C -3.568 0.649 -4.965 -0.71
C -4.724 1.395 -5.054 -0.55
C -4.835 2.624 -4.399 -1.06
C -3.751 3.077 -3.674 -0.93
C -2.562 2.346 -3.577 1.18
C -1.426 2.914 -2.842 -0.22
N -0.457 2.272 -2.226 0.82
C 0.397 3.233 -1.728 -0.11
C -0.051 4.479 -2.048 -1.48
N -1.210 4.263 -2.761 0.06
H -3.488 -0.307 -5.472 0.46
H -5.557 1.021 -5.639 0.39
H -5.748 3.201 -4.448 0.38
H -3.837 4.018 -3.137 0.21
H 1.280 2.956 -1.168 0.49
H 0.330 5.467 -1.844 0.45
H -1.813 4.967 -3.145 0.23
O -1.453 -2.250 -4.443 -0.62
H -2.394 -2.435 -4.352 0.31
H -1.410 -1.260 -4.524 0.26
C 1.020 1.151 -4.631 -0.92
N 2.480 1.401 -4.901 0.27
C 2.741 1.342 -6.366 -0.85
C 3.407 0.472 -4.110 -2.00
C 2.852 -0.906 -3.948 -0.03
C 3.002 -1.838 -4.978 -0.04
C 2.487 -3.116 -4.863 -1.24
C 1.832 -3.478 -3.694 -0.55
C 1.699 -2.578 -2.650 -0.77
C 2.198 -1.286 -2.770 1.98
H 0.433 1.900 -5.161 0.65
H 0.804 1.216 -3.567 -0.30
H 0.749 0.164 -4.986 0.54
H 2.682 2.346 -4.585 0.40
H 2.468 0.351 -6.717 0.39
H 3.792 1.538 -6.563 0.36
H 2.122 2.083 -6.864 0.31
H 3.542 0.933 -3.133 0.37
H 4.356 0.456 -4.639 0.70
H 3.541 -1.556 -5.878 0.49
H 2.583 -3.820 -5.680 0.39
H 1.409 -4.470 -3.590 0.49
H 1.198 -2.881 -1.736 -0.05
```

Calculated values
charge = 0
highest occupied orbital energy (alpha / beta) = -5.328 / -6.415 eV
ΔE to the lowest compared entry with this formula, charge and spin = 6.83 kJ/mol
spin multiplicity = 2
lowest unoccupied orbital energy (alpha / beta) = -0.0109 / -0.0114 hartree
HOMO-LUMO gap (alpha / beta) = 5.03 / 6.10 eV
DFT total energy = -102519.026 eV
M = 1067.647 g/mol

Q: ΔE to the lowest compared entry with this formula, charge and spin of number 2 (C45H61BHgN9O2S3)?
A: 6.83 kJ/mol

Q: Among the records above, which one has the lowest DFT total energy?
A: C45H60BN13O4S4SiTi

Q: Which of these has the lowest DFT total energy?
A: C45H60BN13O4S4SiTi

Q: What is the DFT total energy in the first record?
A: -150219.616 eV